40
Properties=species:S:1:pos:R:3:nbo_charge:R:1 method="wB97M-V/def2-TZVPD" orbital_gap_ha=0.225 max_force_ev_per_a=13.38 e_tot_ha=-1126.02083 relative_energy_ev=13.073
C 0.19569 1.40384 -3.83999 0.75
O -0.43331 2.32788 -4.32457 -0.66
N -0.22339 0.58585 -2.89338 -0.85
N 1.36984 1.05821 -4.23567 -0.81
H -1.09057 0.88613 -2.47158 0.41
H 0.26408 -0.17259 -2.43814 0.38
H 1.83234 1.50705 -5.01333 0.41
H 1.73964 0.18828 -3.87990 0.37
C -3.54843 0.81022 0.00214 0.73
O -4.23147 1.79496 -0.13266 -0.64
N -2.27790 0.85409 0.22916 -0.83
N -3.83712 -0.41664 -0.12358 -0.80
H -1.77756 1.72161 0.09819 0.41
H -1.70987 0.02683 0.11479 0.36
H -3.05935 -1.05018 -0.00611 0.34
H -4.72341 -0.88975 -0.22730 0.41
C -0.25097 -2.74046 0.14015 0.82
O -0.08724 -1.62593 0.00568 -0.63
N -1.36371 -3.27207 0.65454 -0.81
N 0.61198 -3.66766 -0.01656 -0.78
H -1.46518 -4.23346 0.36209 0.39
H -2.14758 -2.66511 0.84752 0.40
H 0.27932 -4.61408 -0.13370 0.40
H 1.55642 -3.39644 -0.25016 0.42
C 0.92798 0.47230 0.47025 0.78
O 1.59743 1.46672 0.81466 -0.68
N 1.06407 -0.15262 -0.63756 -0.86
N -0.06556 -0.02012 1.15319 -0.87
H 1.68228 0.24005 -1.33307 0.38
H 0.49283 -0.98204 -0.71406 0.40
H -0.38661 0.61591 1.86908 0.41
H -0.44797 -0.92440 0.91627 0.40
C 2.43726 2.15116 3.60512 0.73
O 2.51681 2.80307 4.59036 -0.69
N 3.04110 1.01259 3.40954 -0.85
N 1.99304 2.52734 2.42462 -0.87
H 2.51955 0.42942 2.77079 0.37
H 3.55430 0.64119 4.19617 0.38
H 1.40476 3.34797 2.40005 0.35
H 2.04650 1.95108 1.59687 0.40

---

40
Properties=species:S:1:pos:R:3:nbo_charge:R:1 method="wB97M-V/def2-TZVPD" orbital_gap_ha=0.333 max_force_ev_per_a=7.50 e_tot_ha=-1126.35879 smiles="NC(N)=O.NC(N)=O.NC(N)=O.NC(N)=O.NC(N)=O" relative_energy_ev=3.877
C 3.26566 -0.94882 0.58867 0.70
O 4.04903 -0.24436 1.18491 -0.67
N 3.63020 -1.71659 -0.33918 -0.79
N 2.17484 -1.25932 1.16680 -0.84
H 2.92979 -2.39977 -0.58971 0.37
H 4.44126 -1.59266 -0.92818 0.42
H 2.07584 -0.68172 1.98941 0.44
H 1.62156 -2.06516 0.91269 0.40
C -4.83141 0.79265 -1.01559 0.76
O -6.04370 0.79620 -1.15103 -0.68
N -4.22560 1.51991 -0.00194 -0.89
N -4.00028 0.08781 -1.78543 -0.87
H -4.89662 2.03273 0.55203 0.40
H -3.22418 1.65023 -0.01772 0.43
H -3.01305 0.29858 -1.81816 0.42
H -4.47932 -0.47828 -2.47111 0.40
C -2.74218 -2.02453 2.47117 0.75
O -1.94198 -1.12185 2.58657 -0.69
N -3.60626 -1.92175 1.54835 -0.81
N -2.77998 -3.24607 3.02723 -0.86
H -4.42242 -2.51572 1.58256 0.39
H -3.51588 -1.13468 0.92187 0.42
H -3.18420 -3.96211 2.44071 0.40
H -2.18356 -3.30795 3.83997 0.41
C 4.64676 2.97131 -1.26221 0.74
O 5.16050 3.85587 -0.52293 -0.68
N 3.65501 3.09239 -2.06865 -0.81
N 5.11326 1.74253 -1.26896 -0.82
H 3.20592 2.29079 -2.48802 0.38
H 3.13941 3.96074 -2.05387 0.41
H 5.72816 1.37214 -0.55847 0.42
H 4.73110 1.05062 -1.89771 0.36
C -0.49467 0.71615 -0.37391 0.78
O -1.53134 1.22787 -0.64109 -0.73
N 0.66619 0.90585 -0.90316 -0.83
N -0.42371 -0.32187 0.40732 -0.84
H 1.48784 0.35096 -0.71056 0.39
H 0.57701 1.54170 -1.68279 0.40
H -1.28970 -0.70568 0.75781 0.42
H 0.53071 -0.60815 0.57231 0.38

---

31
Properties=species:S:1:pos:R:3:nbo_charge:R:1 method="wB97M-V/def2-TZVPD" orbital_gap_ha=0.339 max_force_ev_per_a=2.06 e_tot_ha=-612.93081 smiles=CN[C@H](CO)CCN.O.O.O relative_energy_ev=1.262
C -1.53974 0.08883 1.41272 -0.42
N -0.70080 0.29571 0.17022 -0.66
C 0.55637 1.03639 0.38606 -0.07
C 1.68754 0.54936 -0.50891 -0.42
C 2.23062 -0.83772 -0.14245 -0.22
N 1.39918 -1.89736 -0.70471 -0.87
C 0.35039 2.56698 0.24751 -0.06
O -0.33402 3.12532 1.35980 -0.73
H -2.52691 -0.00848 0.98340 0.22
H -1.19101 -0.85831 1.82792 0.17
H -1.44444 0.89225 2.13787 0.20
H -1.34104 0.82878 -0.39310 0.36
H 0.77921 0.94187 1.45720 0.18
H 1.28232 0.49911 -1.52283 0.22
H 2.45366 1.32953 -0.48783 0.20
H 3.19478 -0.95555 -0.57808 0.19
H 2.31520 -0.91154 0.93294 0.19
H 0.43243 -1.64138 -0.84230 0.37
H 1.77625 -2.26699 -1.56055 0.36
H 1.34132 2.99277 0.12867 0.16
H -0.31104 2.83628 -0.56408 0.18
H 0.20517 3.08480 2.15588 0.46
H -3.38844 -1.95419 -1.56964 0.47
H -2.33092 -1.58742 -0.72153 0.48
O -3.13773 -1.17478 -1.04249 -0.93
H -1.76943 0.32357 -3.82062 0.47
H -2.05606 -0.72102 -2.74339 0.48
O -1.34089 -0.34641 -3.27958 -0.96
H 0.60504 -1.51144 2.27184 0.47
H 1.50844 -2.75598 2.25423 0.48
O 1.29454 -1.96295 2.75582 -0.94

---

32
Properties=species:S:1:pos:R:3:nbo_charge:R:1 method="wB97M-V/def2-TZVPD" multiplicity=2 orbital_gap_ha="0.096 / 0.325" max_force_ev_per_a=7.94 e_tot_ha=-688.10645 s_squared=0.750 total_charge=-1 relative_energy_ev=1.680
N -0.09698 -0.12889 2.51334 -0.95
C -0.94920 -1.04498 1.86776 -0.15
C -1.60665 -2.25210 2.59872 -0.65
C -0.00049 -1.73312 0.83456 -0.22
N 0.64710 -0.74336 -0.04888 -0.65
C 1.50962 -1.38361 -1.11732 -0.34
C 3.07286 -1.11492 -0.83935 0.44
O 3.86023 -1.47681 -1.65108 -0.54
H -0.46892 0.65986 3.03345 0.32
H 0.77423 -0.35181 2.97498 0.37
H -1.80567 -0.44833 1.35136 0.20
H -2.48458 -1.71114 3.14464 0.21
H -1.14034 -2.88174 3.23506 0.20
H -2.36671 -2.69417 1.85794 0.20
H -0.67679 -2.60715 0.39675 0.16
H 0.74264 -2.33305 1.50171 0.17
H -0.03874 -0.15490 -0.50649 0.39
H 1.31230 -2.44256 -1.17908 0.20
H 1.23100 -0.75089 -1.96340 0.23
H 3.29523 -0.49267 0.01280 0.12
H -2.57199 -0.95862 -2.41018 0.46
H -2.06732 0.49017 -2.23724 0.50
O -1.78178 -0.46758 -2.20881 -1.01
H 0.78834 1.39373 1.19514 0.49
H 0.53518 2.78980 1.96300 0.35
O 0.79051 2.40825 1.12269 -1.21
H -1.42327 3.99298 -0.09647 0.40
H -0.21179 3.25485 -0.60231 0.50
O -0.90025 3.83292 -0.82799 -1.07
H -1.98895 2.39883 -2.71604 0.46
H -2.25955 2.78267 -1.40734 0.49
O -2.61644 2.12101 -2.04301 -1.03

---

32
Properties=species:S:1:pos:R:3:nbo_charge:R:1 method="wB97M-V/def2-TZVPD" orbital_gap_ha=0.370 max_force_ev_per_a=4.30 e_tot_ha=-688.18838 smiles="CCCNCC(N)=O.O.O.O.O" relative_energy_ev=2.014
C -0.60898 -1.77852 1.84502 -0.40
C -1.84544 -1.47018 1.00615 -0.63
C 0.69028 -0.96950 1.43969 -0.24
N 0.59485 0.35353 2.19651 -0.63
C 1.47539 1.34173 1.50520 -0.33
C 0.79214 2.10453 0.34540 0.68
N -0.40218 2.63457 0.76837 -0.82
O 1.38749 2.38830 -0.67030 -0.63
H -0.39539 -2.84275 1.75401 0.18
H -0.90653 -1.55508 2.87685 0.21
H -2.84789 -1.55116 1.45438 0.22
H -1.76511 -0.34425 0.92828 0.24
H -1.81211 -2.03378 0.09003 0.19
H 0.65115 -0.72754 0.39834 0.20
H 1.46562 -1.61846 1.86486 0.19
H 0.99473 0.19908 3.11595 0.36
H 2.47776 0.98571 1.33395 0.20
H 1.63766 2.02055 2.33775 0.22
H -0.81262 2.18329 1.57328 0.41
H -1.00244 3.31840 0.35146 0.41
H 1.44982 -0.54443 -2.05270 0.49
H 2.07910 0.96556 -2.04657 0.50
O 1.91623 0.15019 -2.52731 -1.00
H -0.49930 -0.44258 -3.65405 0.48
H 0.30965 0.89112 -3.42398 0.50
O -0.50325 0.41787 -3.23362 -0.99
H -1.64934 1.68188 -1.64933 0.48
H -2.01207 0.23325 -1.50955 0.48
O -2.21533 1.09518 -1.13630 -0.96
H 1.09718 -2.62244 -2.01861 0.47
H -0.01523 -2.36835 -1.18985 0.47
O 0.27417 -2.09570 -2.07328 -0.93

---

31
Properties=species:S:1:pos:R:3:nbo_charge:R:1 method="wB97M-V/def2-TZVPD" orbital_gap_ha=0.403 max_force_ev_per_a=1.87 e_tot_ha=-740.76399 total_charge=+1 relative_energy_ev=0.740
Na 0.49134 0.00021 -0.04419 0.94
C 3.30288 -1.23328 -1.22998 -0.26
O 2.13708 -0.74356 -1.80989 -0.74
H 3.95379 -1.71792 -1.95767 0.19
H 3.87515 -0.49148 -0.67289 0.17
H 2.96037 -2.01388 -0.55068 0.18
H 2.42132 -0.15960 -2.51685 0.48
C -2.14374 -2.00841 0.32319 -0.27
O -0.74185 -2.30900 0.40718 -0.76
H -2.52527 -2.62534 -0.49040 0.18
H -2.70951 -2.36710 1.18304 0.18
H -2.33634 -0.98893 -0.01097 0.20
H -0.67526 -3.22859 0.67461 0.49
C 2.16656 2.36854 2.43543 -0.25
O 1.57734 1.25579 1.78961 -0.78
H 2.78269 1.98741 3.24981 0.18
H 2.83628 2.89148 1.75270 0.20
H 1.35238 2.90355 2.92427 0.18
H 1.58353 0.56119 2.45224 0.48
C -1.31647 -0.36393 -3.19223 -0.27
O -0.53387 0.44633 -2.32860 -0.76
H -2.38752 -0.19566 -3.07982 0.18
H -1.10166 -0.18822 -4.24631 0.18
H -1.14186 -1.43957 -3.16773 0.20
H -0.79412 1.35888 -2.47393 0.48
C -2.45981 1.24645 1.94311 -0.26
O -1.46028 1.12838 0.92525 -0.76
H -2.75695 0.26371 2.30920 0.20
H -1.99876 1.75132 2.79201 0.17
H -3.29116 1.90747 1.69816 0.19
H -1.06637 2.00374 0.91238 0.48